{
  "formula": "C64H102F4N6O8",
  "method": "ωB97M-V with the def2-TZVPD basis set",
  "orbital_gap_ev": 9.56,
  "mol_weight_g_mol": 1159.55,
  "elements": ["F", "C", "C", "C", "C", "C", "C", "H", "H", "H", "H", "H", "F", "C", "C", "C", "C", "C", "C", "H", "H", "H", "H", "H", "F", "C", "C", "C", "C", "C", "C", "H", "H", "H", "H", "H", "F", "C", "C", "C", "C", "C", "C", "H", "H", "H", "H", "H", "C", "C", "C", "C", "N", "H", "H", "H", "H", "H", "H", "H", "C", "C", "C", "C", "N", "H", "H", "H", "H", "H", "H", "H", "C", "C", "C", "C", "N", "H", "H", "H", "H", "H", "H", "H", "C", "C", "C", "C", "N", "H", "H", "H", "H", "H", "H", "H", "C", "C", "C", "C", "N", "H", "H", "H", "H", "H", "H", "H", "C", "C", "C", "C", "N", "H", "H", "H", "H", "H", "H", "H", "C", "O", "C", "C", "O", "C", "H", "H", "H", "H", "H", "H", "H", "H", "H", "H", "C", "O", "C", "C", "O", "C", "H", "H", "H", "H", "H", "H", "H", "H", "H", "H", "C", "O", "C", "C", "O", "C", "H", "H", "H", "H", "H", "H", "H", "H", "H", "H", "C", "O", "C", "C", "O", "C", "H", "H", "H", "H", "H", "H", "H", "H", "H", "H"],
  "coordinates": [[15.204790, 13.682635, 12.772235], [14.731960, 12.403235, 12.627745], [13.384360, 12.071945, 12.578715], [13.011250, 10.746235, 12.370855], [13.991240, 9.710905, 12.309055], [15.320120, 10.070435, 12.497545], [15.709110, 11.431345, 12.552225], [12.634520, 12.844465, 12.664555], [11.958550, 10.521395, 12.283345], [13.699990, 8.679815, 12.173335], [16.072200, 9.295495, 12.513625], [16.729480, 11.724815, 12.750055], [23.291610, 17.695195, 13.804135], [22.651650, 16.517715, 13.508065], [21.919280, 15.895525, 14.483425], [21.228790, 14.733855, 14.156845], [21.311420, 14.228385, 12.833425], [22.062490, 14.899735, 11.904525], [22.778970, 16.041125, 12.215985], [21.694190, 16.364825, 15.429725], [20.595060, 14.229175, 14.871055], [20.706210, 13.352645, 12.651225], [22.076820, 14.443295, 10.925815], [23.283410, 16.672315, 11.499375], [11.763360, 23.371005, 14.964655], [11.307110, 22.098305, 14.786855], [11.453920, 21.409145, 13.563785], [11.133570, 20.019235, 13.521715], [10.640210, 19.376445, 14.659385], [10.503600, 20.080275, 15.820065], [10.792670, 21.417875, 15.902945], [11.763840, 21.904425, 12.655455], [11.100540, 19.437985, 12.612075], [10.412180, 18.322495, 14.719305], [10.271920, 19.456165, 16.670475], [10.697720, 21.880235, 16.874345], [12.448720, 15.565425, 13.529935], [11.233970, 15.900585, 13.065685], [11.149640, 16.642885, 11.894385], [9.900240, 16.833855, 11.368765], [8.717280, 16.342325, 12.003745], [8.815420, 15.652365, 13.177355], [10.066480, 15.374225, 13.706275], [12.061880, 16.933095, 11.394365], [9.813470, 17.329295, 10.413045], [7.763870, 16.441505, 11.506185], [7.958930, 15.296775, 13.730865], [10.206540, 14.770845, 14.590995], [13.769750, 13.057085, 16.175425], [14.150480, 11.587925, 16.236725], [15.143920, 11.207495, 17.419515], [16.468210, 11.834695, 17.272595], [17.552200, 12.263155, 17.079655], [13.011030, 13.164835, 15.400285], [14.639420, 13.675865, 15.954325], [13.404960, 13.442255, 17.127615], [14.510020, 11.350185, 15.235565], [13.320740, 10.922735, 16.475785], [15.295080, 10.130905, 17.498215], [14.807700, 11.498105, 18.414805], [19.099760, 19.151695, 12.373865], [18.317360, 17.852595, 12.699475], [18.981740, 16.567415, 12.156765], [19.231360, 16.535105, 10.700705], [19.470740, 16.438465, 9.562695], [19.301480, 19.368815, 11.324935], [20.096640, 18.996695, 12.786535], [18.566000, 19.929335, 12.920185], [17.275890, 17.888305, 12.379845], [18.252540, 17.770225, 13.784425], [18.391520, 15.690045, 12.421315], [19.938220, 16.400085, 12.651975], [18.634880, 19.115445, 16.845205], [19.915460, 19.730525, 16.228265], [19.725550, 21.243675, 15.918445], [19.564270, 22.038795, 17.111195], [19.416200, 22.697635, 18.032545], [18.374840, 19.487825, 17.836075], [18.530870, 18.030505, 16.859105], [17.826550, 19.423275, 16.181925], [20.090330, 19.172765, 15.308255], [20.728720, 19.493435, 16.914185], [18.921020, 21.382525, 15.196265], [20.636890, 21.557165, 15.409235], [16.368980, 23.600795, 14.621265], [17.067130, 24.496395, 15.717885], [18.247310, 25.298955, 15.160525], [19.268660, 24.605575, 14.310505], [20.065820, 24.024065, 13.704815], [15.473850, 23.173435, 15.073135], [16.934310, 22.737565, 14.270075], [15.914720, 24.117595, 13.775875], [17.380370, 23.738585, 16.436005], [16.340830, 25.191025, 16.139865], [18.815610, 25.918495, 15.854275], [17.877250, 26.039445, 14.451425], [14.802280, 23.253195, 7.944075], [15.544260, 24.298345, 8.724385], [16.475450, 23.594775, 9.710695], [15.690160, 22.944635, 10.812505], [15.065290, 22.444875, 11.665825], [14.181400, 22.578345, 8.533315], [15.463700, 22.702165, 7.275495], [14.191280, 23.801615, 7.227135], [14.733860, 24.885795, 9.155955], [16.139280, 24.949155, 8.083675], [17.208070, 24.265305, 10.159875], [17.011260, 22.794185, 9.200725], [16.286540, 16.353185, 18.375355], [16.373650, 16.501185, 19.872095], [16.402490, 15.136875, 20.492145], [15.208810, 14.293045, 20.256345], [14.247260, 13.640815, 20.054965], [15.315640, 15.978945, 18.050725], [16.987380, 15.622745, 17.971155], [16.511890, 17.315585, 17.915905], [15.439510, 16.971395, 20.179305], [17.240610, 17.110875, 20.126565], [16.420420, 15.217485, 21.579015], [17.289570, 14.634655, 20.106175], [14.792950, 16.290945, 10.599655], [14.423810, 17.536225, 9.994255], [14.279830, 18.641665, 10.896305], [13.389940, 19.735065, 10.184725], [12.045620, 19.284575, 9.985135], [11.222570, 20.197935, 9.319795], [15.746400, 16.278255, 11.127735], [14.748960, 15.539965, 9.810865], [14.143690, 15.956285, 11.408705], [15.240280, 19.062145, 11.194325], [13.747250, 18.236795, 11.756845], [13.768520, 19.849595, 9.169015], [13.397050, 20.676345, 10.734295], [11.048960, 21.089395, 9.922505], [10.216410, 19.802275, 9.181245], [11.629210, 20.465445, 8.344515], [21.704860, 16.994505, 19.925675], [21.235080, 16.703195, 18.624185], [19.963190, 16.009185, 18.499475], [20.154310, 14.527715, 18.748515], [21.189050, 14.040885, 17.877815], [20.999920, 12.648455, 17.562215], [22.708290, 17.394895, 19.781085], [21.944610, 16.068475, 20.448245], [21.121990, 17.712625, 20.502455], [19.546990, 16.149815, 17.501925], [19.311230, 16.482255, 19.233815], [19.266110, 13.927365, 18.551585], [20.550770, 14.401745, 19.756005], [21.985700, 12.343795, 17.210745], [20.199310, 12.452815, 16.848875], [20.698840, 12.123335, 18.468695], [10.744490, 14.359485, 20.634625], [10.676810, 15.587415, 19.871935], [11.702990, 16.562235, 20.209305], [11.676860, 17.611005, 19.093395], [12.174510, 17.399735, 17.773785], [11.908560, 16.139125, 17.157075], [9.999190, 13.599465, 20.400095], [10.711620, 14.661595, 21.681405], [11.678750, 13.830895, 20.445235], [12.711350, 16.175845, 20.357725], [11.411210, 17.028385, 21.150395], [12.230100, 18.444645, 19.525915], [10.649240, 17.944405, 18.948665], [12.513850, 16.015145, 16.259105], [10.853650, 16.054545, 16.896085], [12.150950, 15.301155, 17.810635], [17.244600, 15.264505, 15.306135], [16.636370, 16.562015, 15.357345], [15.269610, 16.646275, 14.845635], [14.695220, 18.051935, 14.992985], [15.364360, 18.896355, 14.057955], [15.222260, 20.306125, 14.248795], [17.184310, 14.999215, 14.250635], [16.657300, 14.591775, 15.931125], [18.264250, 15.373165, 15.675725], [14.640480, 15.950185, 15.400405], [15.328000, 16.346535, 13.799285], [14.894570, 18.491965, 15.970085], [13.607970, 18.124545, 14.966135], [14.178960, 20.590905, 14.112685], [15.809550, 20.960665, 13.604765], [15.484800, 20.546725, 15.278975]],
  "forces_ev_per_a": [[-0.926, -0.518, -0.041], [0.776, -0.246, -0.109], [-0.003, 0.306, -0.249], [1.079, -0.617, 0.082], [-0.667, 1.569, 0.446], [0.066, 0.690, -0.686], [-0.517, -1.020, 0.905], [-0.051, 0.114, -0.031], [-0.036, -0.100, -0.019], [-0.011, -0.008, 0.036], [0.157, 0.033, 0.011], [0.149, -0.069, -0.285], [-0.438, -0.627, -0.044], [0.872, 0.883, -0.337], [-1.188, -0.297, 0.504], [0.390, -0.183, -1.388], [-0.486, 0.321, 2.470], [0.184, -0.859, -0.917], [-0.519, 0.480, 0.470], [0.553, 0.075, 0.245], [0.044, 0.080, 0.211], [0.219, -0.112, -0.561], [0.194, 0.409, -0.337], [0.205, -0.296, -0.155], [-0.498, -0.617, -0.461], [0.088, -1.263, 0.065], [-0.455, -0.712, 0.668], [-0.865, 0.830, 0.517], [0.672, 0.136, -0.888], [0.025, -0.590, 0.489], [0.577, 0.868, -0.018], [0.239, 0.167, 0.098], [0.528, 0.295, -0.387], [0.028, -0.156, -0.550], [-0.328, 0.523, 0.477], [0.127, 0.433, -0.095], [0.219, 0.001, 0.341], [-2.116, -0.800, 0.171], [0.478, -0.726, 0.807], [-1.822, -0.264, 0.006], [1.143, 0.783, -1.389], [0.452, -0.419, 0.797], [2.181, 0.854, -0.490], [-0.121, 0.252, -0.140], [-0.032, 0.129, -0.036], [-0.050, 0.272, 0.044], [-0.221, -0.080, -0.220], [-0.076, 0.006, 0.127], [-0.021, -0.122, 0.559], [0.511, -0.335, 1.382], [0.346, 0.620, -0.804], [3.221, 0.869, -0.912], [-3.393, -1.100, 0.725], [0.046, 0.356, 0.020], [0.027, -0.068, -0.360], [-0.286, -0.151, 0.044], [0.425, -0.571, 0.270], [-0.431, 0.282, -0.402], [0.057, -0.062, -0.323], [-0.574, 0.298, -0.155], [-0.110, -1.236, 0.626], [0.313, 0.012, -0.706], [-0.024, 0.321, 0.062], [0.348, -0.259, -1.570], [-0.488, 0.297, 2.090], [-0.656, 0.043, -0.080], [0.139, 0.349, 0.333], [0.345, 0.444, -0.363], [-0.003, 0.178, -0.212], [0.064, -0.136, 0.050], [-0.166, -0.034, -0.141], [0.113, 0.182, -0.099], [-0.588, 0.575, -0.656], [-1.135, -0.907, 0.794], [1.181, -1.500, -0.458], [-0.253, -0.006, -0.466], [-0.076, 0.398, 0.713], [0.272, 0.139, 0.103], [0.614, -0.015, -0.043], [-0.404, 0.023, 0.012], [0.220, 0.308, -0.183], [0.338, 0.508, -0.181], [-0.202, 0.106, 0.246], [-0.013, 0.348, -0.014], [-0.794, 0.605, 0.719], [0.095, -1.551, -1.584], [0.704, 0.515, -1.274], [0.035, -0.982, 0.537], [-0.794, 0.641, 0.443], [-0.002, -0.182, 0.335], [0.424, 0.362, 0.002], [0.574, 0.335, -0.191], [0.184, 0.588, 0.495], [0.140, -0.121, 0.117], [-0.128, -0.350, 0.492], [-0.454, 0.174, -0.017], [-0.096, 0.263, -1.803], [-0.187, -0.452, 0.256], [-0.613, -0.070, 1.128], [-0.698, -0.626, 1.190], [1.296, 1.119, -1.909], [0.120, 0.094, 0.072], [0.173, -0.440, 0.314], [-0.563, -0.193, 0.074], [0.562, 0.368, 0.678], [-0.069, -0.071, -0.085], [-0.023, -0.040, 0.104], [0.099, 0.052, -0.048], [0.265, 0.306, -0.662], [-1.201, -0.041, -0.799], [-0.018, -0.674, 1.000], [-2.401, -1.454, -1.146], [2.869, 1.866, 0.618], [-0.224, 0.286, 0.021], [0.367, 0.041, 0.152], [-0.282, -0.169, -0.317], [0.231, 0.540, 0.310], [-0.106, -0.190, 0.391], [0.508, -0.113, 0.145], [-0.023, -0.425, 0.314], [-0.304, 0.328, 0.058], [0.337, -0.197, 0.360], [-1.618, -0.143, -1.012], [0.193, -1.282, -0.213], [0.024, -0.796, 0.866], [-0.132, 0.312, 0.189], [0.623, 0.365, -0.532], [0.258, 0.109, 0.067], [-0.785, 0.245, -0.031], [0.042, 0.068, 0.034], [0.063, 0.445, 0.497], [0.592, 0.416, -0.038], [0.163, 0.055, 0.099], [0.315, 0.436, 0.046], [0.192, -0.534, -0.048], [0.075, 0.159, -0.156], [0.947, -0.722, -0.634], [-0.930, 0.090, -0.848], [1.188, 0.322, 0.731], [1.114, -0.102, -0.444], [-0.841, -0.196, -0.375], [0.430, 0.859, 0.554], [-0.121, 0.446, -0.146], [-0.587, -0.116, 0.545], [-0.363, -0.171, -0.015], [0.362, 0.332, -0.051], [-0.512, -0.265, 0.048], [-0.384, 0.241, 0.329], [-0.434, -0.272, 0.384], [-0.286, -0.408, -0.075], [0.087, 0.291, -0.303], [0.311, -0.318, 0.157], [0.992, 0.842, 0.057], [0.566, -0.771, 0.089], [-1.148, -0.745, -1.277], [-0.509, 0.449, 0.200], [0.951, -0.769, 0.302], [-0.164, -0.004, 0.551], [-0.606, 0.793, -0.238], [-0.167, -0.456, 0.277], [0.366, 0.247, 0.063], [0.020, -0.629, -0.220], [-0.009, 0.353, 0.070], [0.174, 0.264, -0.406], [-0.328, -0.027, 0.407], [0.029, 0.471, -0.025], [-0.187, -0.011, -0.074], [0.005, 0.027, 0.173], [-1.472, 1.323, -0.456], [-0.624, 0.923, 0.359], [1.100, -0.081, 0.514], [1.280, 0.997, 0.272], [0.299, 0.246, -0.973], [-0.841, -0.587, 0.918], [0.440, -0.796, -0.005], [0.274, -0.399, -0.076], [-0.053, -0.116, -0.132], [-0.124, -0.191, -0.006], [-0.406, 0.010, -0.228], [0.352, -0.423, 0.577], [-0.298, -0.401, -0.746], [-0.202, 0.123, -0.063], [0.216, -0.861, -0.373], [0.108, 0.109, 0.305]]
}